Entry from the OMol25 dataset: a cluster of 2 separate species, C5H7IO in total at a distorted geometry (ωB97M-V/def2-TZVPD).

The HOMO energy (alpha / beta) comes out at -7.97 / -7.73 eV. The energy relative to the best compared isomer or geometry (same formula, charge and spin) comes out at 4.424 eV. The HOMO-LUMO gap (alpha / beta) is 8.0 / 8.0 eV.

XYZ file:
```
14
Properties=species:S:1:pos:R:3:forces:R:3
C 0.3552 -2.9237 0.0418 0.36 -1.80 1.98
C -1.2052 2.8908 -0.2673 1.89 -0.27 0.26
C -0.3052 -2.0756 -0.6328 1.19 3.84 -0.48
C -0.5180 1.9025 0.3202 -1.32 0.09 0.34
C 0.9044 -0.0811 0.1816 -3.11 -0.41 -1.76
O 0.2522 1.0258 -0.3442 1.92 -0.39 -1.46
I 2.8994 -0.4237 -0.2371 0.05 0.31 -0.03
H 0.1473 -3.9992 0.0346 0.32 0.12 -0.13
H 1.0054 -2.5250 0.8357 0.02 -0.72 -0.28
H -1.8044 3.6019 0.2881 0.06 -0.31 -0.01
H -0.7688 3.1628 -1.2121 -0.70 0.16 -0.71
H -0.8906 -1.8942 -1.5026 -0.51 -0.15 -0.17
H -0.6404 1.6567 1.3377 -0.24 -0.29 1.32
H 0.5687 -0.3181 1.1563 0.08 -0.19 1.14
```
Forces are in eV/Å.

Charges per atom according to natural (NBO) partitioning, unit e: atom 1 (C): -0.49, atom 2 (C): -0.50, atom 3 (C): -0.10, atom 4 (C): 0.16, atom 5 (C): -0.09, atom 6 (O): -0.54, atom 7 (I): 0.19, atom 8 (H): 0.21, atom 9 (H): 0.21, atom 10 (H): 0.22, atom 11 (H): 0.21, atom 12 (H): 0.21, atom 13 (H): 0.16, atom 14 (H): 0.16